Entry 1:
The following is a quantum chemistry calculation of an isolated molecule of C20H22FNO2, from the OMol25 dataset.

Values from the calculation:
**Electronic energy**: -29400.126 eV
**Energy relative to the best compared isomer or geometry (same formula, charge and spin)**: 1.7 kcal/mol
**2S+1**: 1
**HOMO energy**: -8.4074 eV
**Net charge**: 0
**Strongest force on any atom**: 0.62 eV Å⁻¹
**SMILES string**: COc1ccc([C@@H](CC(=O)N2CCCC2)c2ccc(F)cc2)cc1

Positions of all 46 atoms, in Å:
C: 1.45299 -4.30375 -2.18902
O: 0.65935 -3.80294 -1.14198
C: 0.80201 -2.49530 -0.78418
C: 1.65524 -1.58748 -1.39783
C: 1.69126 -0.27293 -0.95869
C: 0.89326 0.16553 0.08689
C: 0.91596 1.61556 0.52032
C: -0.34782 2.37993 0.05051
C: -1.62432 1.55479 0.11219
O: -2.31753 1.50193 1.11592
N: -1.97345 0.88277 -0.99930
C: -1.31222 0.87046 -2.29108
C: -2.12817 -0.11652 -3.13105
C: -2.75671 -1.03165 -2.08320
C: -3.08673 -0.05131 -0.96646
C: 1.17016 1.67936 2.01055
C: 0.15296 1.80202 2.94865
C: 0.44171 1.82507 4.30256
C: 1.75696 1.71970 4.70999
F: 2.04526 1.74415 6.03153
C: 2.79024 1.58914 3.80081
C: 2.48483 1.56970 2.45331
C: 0.06525 -0.75926 0.71705
C: 0.01299 -2.06601 0.28504
H: 1.24551 -3.78963 -3.13367
H: 1.18419 -5.35434 -2.28640
H: 2.52035 -4.22415 -1.95894
H: 2.29297 -1.88360 -2.21601
H: 2.35775 0.42157 -1.45267
H: 1.77091 2.09653 0.02993
H: -0.18732 2.72643 -0.96992
H: -0.48378 3.25158 0.69301
H: -1.30984 1.87007 -2.73820
H: -0.27835 0.52814 -2.18696
H: -1.50593 -0.65318 -3.84427
H: -2.90999 0.41049 -3.67935
H: -3.63495 -1.55598 -2.45235
H: -2.02555 -1.76103 -1.73270
H: -3.14813 -0.50643 0.02264
H: -4.02713 0.47661 -1.16412
H: -0.87617 1.87462 2.63244
H: -0.34240 1.92175 5.03678
H: 3.80774 1.50709 4.14925
H: 3.28369 1.46614 1.73279
H: -0.54417 -0.45085 1.55181
H: -0.63288 -2.78477 0.76435



Entry 2:
The following is a quantum chemistry calculation of an isolated molecule of C20H22N2O5S, from the OMol25 dataset.

Values from the calculation:
**Electronic energy**: -45151.279 eV
**Energy relative to the best compared isomer or geometry (same formula, charge and spin)**: 0.0 kcal/mol
**2S+1**: 1
**HOMO energy**: -8.9363 eV
**Net charge**: 0
**Strongest force on any atom**: 0.77 eV Å⁻¹
**SMILES string**: O=C(O)CCCC(=O)N1CCc2cc(S(=O)(=O)NCc3ccccc3)ccc21

Positions of all 50 atoms, in Å:
O: -0.80990 5.54128 -3.68595
C: -0.72690 4.39825 -3.32837
O: -0.79835 3.38870 -4.18732
C: -0.51334 4.01585 -1.86456
C: 0.97834 3.85369 -1.54573
C: 1.66693 2.74921 -2.36739
C: 0.95360 1.42762 -2.17674
O: -0.04933 1.16546 -2.83235
N: 1.43064 0.58712 -1.23223
C: 2.58630 0.85909 -0.37639
C: 2.60740 -0.25934 0.67848
C: 1.50158 -1.16834 0.23986
C: 1.06634 -2.34432 0.80655
C: -0.00847 -2.98742 0.21812
S: -0.69267 -4.43138 1.00678
O: 0.05580 -4.71115 2.20127
O: -0.87362 -5.47988 0.04784
N: -2.23613 -3.88378 1.39161
C: -2.31965 -3.14891 2.64319
C: -1.70115 -1.78747 2.47104
C: -2.12239 -0.96244 1.43483
C: -1.55373 0.28445 1.25364
C: -0.56648 0.72848 2.11724
C: -0.14734 -0.08379 3.15637
C: -0.70729 -1.33847 3.32844
C: -0.61699 -2.50351 -0.92182
C: -0.18906 -1.31475 -1.49383
C: 0.85961 -0.64324 -0.88416
H: -0.64922 2.50480 -3.76437
H: -1.05641 3.09646 -1.63826
H: -0.91423 4.82299 -1.25014
H: 1.48457 4.79896 -1.74969
H: 1.08324 3.63966 -0.47874
H: 1.60764 3.00741 -3.42665
H: 2.71845 2.68936 -2.09325
H: 2.48882 1.84175 0.08821
H: 3.49925 0.84546 -0.97997
H: 3.56546 -0.77847 0.70110
H: 2.40990 0.12429 1.68029
H: 1.51789 -2.76797 1.68855
H: -2.88242 -4.65629 1.32895
H: -1.80325 -3.69227 3.44470
H: -3.37617 -3.04371 2.90669
H: -2.89559 -1.31057 0.76738
H: -1.88732 0.91317 0.44139
H: -0.13157 1.70892 1.98490
H: 0.61653 0.25953 3.83921
H: -0.36985 -1.97460 4.13305
H: -1.43353 -3.06222 -1.34851
H: -0.66596 -0.91769 -2.37328



Entry 3:
The following is a quantum chemistry calculation of an isolated molecule of C20H22N2O6S, from the OMol25 dataset.

Values from the calculation:
**Electronic energy**: -47198.518 eV
**Energy relative to the best compared isomer or geometry (same formula, charge and spin)**: 2.5 kcal/mol
**2S+1**: 1
**HOMO energy**: -8.6233 eV
**Net charge**: 0
**Strongest force on any atom**: 0.86 eV Å⁻¹
**SMILES string**: CC(=O)N1C[C@H](C)Oc2ccc(S(=O)(=O)N[C@@H](CC(=O)O)c3ccccc3)cc21

Positions of all 51 atoms, in Å:
C: 4.80223 0.69833 0.41745
C: 3.35739 0.24554 0.37674
O: 2.94280 -0.43490 -0.53395
N: 2.56434 0.64432 1.42366
C: 2.96858 1.59775 2.43569
C: 1.96420 2.75600 2.44190
C: 2.34862 3.85486 3.42186
O: 0.69167 2.26654 2.82189
C: 0.33773 1.06523 2.29570
C: -0.97251 0.65481 2.53291
C: -1.44572 -0.52192 1.99171
C: -0.59047 -1.29196 1.22839
S: -1.23621 -2.70092 0.33926
O: -0.15614 -3.56741 -0.01980
O: -2.36811 -3.23426 1.03789
N: -1.83756 -2.05064 -1.06462
C: -0.93471 -1.35301 -1.94320
C: -1.47023 -1.39435 -3.39403
C: -2.56477 -0.37880 -3.60206
O: -2.49426 0.58184 -4.31837
O: -3.66627 -0.65252 -2.88696
C: -0.63965 0.08355 -1.55645
C: 0.57445 0.64818 -1.92670
C: 0.86787 1.95965 -1.60210
C: -0.04966 2.72677 -0.90497
C: -1.26647 2.17646 -0.54458
C: -1.56187 0.86552 -0.87437
C: 0.72534 -0.93790 1.02957
C: 1.21540 0.25150 1.55784
H: 5.28039 0.41500 1.35171
H: 4.88063 1.77461 0.27727
H: 5.31591 0.20772 -0.40530
H: 3.96604 1.98011 2.24303
H: 2.95386 1.11386 3.42023
H: 1.89544 3.16213 1.41997
H: 3.28298 4.31938 3.12102
H: 2.45765 3.44069 4.42062
H: 1.56728 4.60864 3.44508
H: -1.60044 1.29748 3.12868
H: -2.45828 -0.85558 2.14988
H: -2.76476 -1.66757 -0.98295
H: -0.00683 -1.93333 -1.90422
H: -0.66391 -1.16605 -4.08985
H: -1.86290 -2.39272 -3.58702
H: -4.34655 0.02009 -3.05233
H: 1.30187 0.05081 -2.45278
H: 1.81841 2.38154 -1.89485
H: 0.17545 3.75278 -0.65059
H: -1.99072 2.76944 -0.00585
H: -2.51814 0.45298 -0.58597
H: 1.35599 -1.59426 0.45612



Entry 4:
The following is a quantum chemistry calculation of an isolated molecule of C20H22N4O, from the OMol25 dataset.

Values from the calculation:
**Electronic energy**: -29104.059 eV
**Energy relative to the best compared isomer or geometry (same formula, charge and spin)**: 58.6 kcal/mol
**2S+1**: 1
**HOMO energy**: -7.9547 eV
**Net charge**: 0
**Strongest force on any atom**: 3.75 eV Å⁻¹
**SMILES string**: C[C@@H]1CC(=O)NN=C1/C=C/c1ccc(-n2cnc3c2CCCC3)cc1

Positions of all 47 atoms, in Å:
C: 3.55897 -4.80268 1.58728
C: 2.00034 -4.90020 1.60740
C: 1.59227 -6.37217 1.45180
C: 1.60613 -6.75040 -0.00916
O: 1.81096 -7.90375 -0.36466
N: 1.42065 -5.80205 -0.99396
N: 1.17543 -4.47941 -0.72216
C: 1.42568 -4.01176 0.49996
C: 1.10806 -2.65146 0.85607
C: 0.57576 -1.73831 -0.04598
C: 0.18539 -0.33894 0.28154
C: -0.18536 0.51410 -0.74490
C: -0.54908 1.83374 -0.44197
C: -0.43632 2.32301 0.88201
N: -0.81513 3.63438 1.21417
C: -1.60017 3.97465 2.29243
N: -1.85038 5.27047 2.31177
C: -1.20472 5.73693 1.17561
C: -0.54092 4.78274 0.47391
C: 0.37130 5.11022 -0.71152
C: 0.16129 6.56219 -1.28036
C: 0.02502 7.60250 -0.16847
C: -1.12947 7.21028 0.82334
C: -0.08950 1.44927 1.89341
C: 0.22733 0.11850 1.60010
H: 3.97875 -5.44398 2.37780
H: 3.80184 -3.76910 1.85960
H: 4.03964 -5.09608 0.65123
H: 1.66858 -4.55116 2.55816
H: 0.53705 -6.47827 1.76509
H: 2.18224 -7.08092 2.01201
H: 1.48210 -6.17698 -1.95109
H: 1.31576 -2.34678 1.85698
H: 0.40105 -2.01337 -1.12306
H: -0.27269 0.14170 -1.74466
H: -0.93730 2.40624 -1.28845
H: -1.98421 3.26458 3.02045
H: 0.17836 4.38017 -1.51561
H: 1.43947 4.98699 -0.41469
H: 0.96102 6.88791 -1.95018
H: -0.79386 6.55742 -1.85343
H: 0.99180 7.69992 0.33682
H: -0.15691 8.56423 -0.64463
H: -2.09040 7.44964 0.38439
H: -1.04835 7.82198 1.72140
H: -0.05127 1.82819 2.92026
H: 0.38511 -0.53283 2.42523